No. 1
98
Properties=species:S:1:pos:R:3 method="wB97M-V/def2-TZVPD" e_homo_ev=-13.4 e_above_lowest_kcal_mol=0.0 charge=+2 e_lumo_ev=-6.257
Ti 0.118 0.466 2.867
S -2.128 -0.375 2.980
S -0.002 1.578 5.204
S 0.800 -1.696 3.657
S 2.417 0.728 2.207
S 1.001 4.898 4.092
S -1.164 2.590 2.155
N -1.761 -0.883 -0.904
N 0.759 -1.755 0.963
N 1.114 -2.212 -0.249
N 0.361 1.049 -1.112
N -1.506 -0.589 0.384
N 0.816 0.640 0.070
C 1.025 2.856 6.027
C -0.097 3.997 1.662
C 1.992 1.089 0.575
C -1.660 2.308 4.968
C -2.093 -1.554 -3.601
C 0.526 2.222 -3.226
C -3.335 -1.436 -2.730
C 1.091 1.835 -1.871
C 1.914 3.714 5.138
C -4.939 -0.576 1.933
C 2.379 2.235 -1.466
C 1.741 -3.354 -0.357
C -1.898 3.179 3.740
C 1.874 -2.785 -2.796
C 2.843 1.883 -0.228
C -4.079 -0.907 -0.395
C 1.680 -3.677 2.032
C 1.994 -4.143 0.792
C -3.000 -1.053 -1.298
C 1.068 -2.391 2.115
C -2.486 -0.529 1.309
C 1.554 -5.151 -2.059
C 4.178 2.323 0.279
C -3.843 -0.670 0.923
C -4.059 -2.794 -2.706
C 0.876 1.063 -4.181
C 1.972 -4.443 3.280
C 3.747 -3.982 -1.661
C 1.208 4.167 2.428
C -0.993 2.421 -3.119
C 2.221 -3.808 -1.720
C 1.157 3.512 -3.757
C -4.263 -0.365 -3.328
B -0.015 -0.406 0.865
H -1.212 3.305 -2.515
H -4.328 -3.069 -3.726
H -5.223 -0.306 -2.813
H 0.466 -5.059 -2.049
H 2.212 -3.148 -3.767
H -1.496 4.174 3.886
H 4.107 2.724 1.290
H -1.647 -0.577 -3.761
H 2.207 3.381 -4.021
H -3.409 -3.572 -2.301
H 2.348 -1.823 -2.597
H 0.113 3.805 0.607
H 2.415 -5.409 3.053
H -5.911 -0.643 1.450
H -2.313 1.440 4.954
H 2.994 2.839 -2.120
H -2.971 3.244 3.560
H 1.696 3.209 2.557
H -3.793 0.619 -3.295
H 4.236 -3.041 -1.403
H 2.563 3.110 4.506
H 4.110 -4.297 -2.640
H 1.859 -5.462 -3.058
H 2.473 -5.108 0.694
H -2.366 -1.976 -4.568
H -4.976 -2.768 -2.116
H 0.630 3.808 -4.664
H -1.464 1.559 -2.652
H 1.647 2.277 6.712
H -1.358 -2.202 -3.134
H 0.357 1.198 -5.132
H -1.887 2.884 5.866
H 1.054 -4.597 3.850
H 4.861 1.472 0.328
H 1.070 4.329 -3.037
H 4.046 -4.740 -0.935
H -4.874 0.361 2.488
H 1.868 4.826 1.862
H 2.548 4.316 5.789
H -1.417 2.574 -4.112
H -5.096 -1.006 -0.746
H 4.607 3.076 -0.377
H 0.338 3.467 6.609
H 1.949 1.045 -4.382
H 0.800 -2.632 -2.834
H -4.851 -1.385 2.662
H 2.654 -3.882 3.921
H -4.461 -0.613 -4.371
H -0.718 4.891 1.723
H 1.843 -5.941 -1.365
H 0.593 0.102 -3.754


No. 2
90
Properties=species:S:1:pos:R:3 method="wB97M-V/def2-TZVPD" e_homo_ev="-13.3 / -13.3" charge=+2 e_lumo_ev="-6.529 / -6.531"
Br 2.711 -3.983 -0.487
Ca 0.997 -1.394 -0.154
P -0.900 -3.592 0.747
P 0.231 0.466 2.304
P -1.590 0.420 -0.870
N 0.494 5.982 -1.188
C 0.729 5.461 -2.394
C -1.080 -0.766 -3.412
C 2.106 4.496 -0.234
C 2.576 1.710 3.078
C -2.057 -0.748 -2.238
C -3.973 -0.587 0.359
C -2.420 -4.329 1.471
C 0.325 -0.570 3.827
C 1.199 1.947 2.891
C -1.443 1.101 2.691
C 3.343 1.861 -2.565
C 1.170 5.525 -0.131
C 3.394 2.688 3.652
C 3.298 2.819 -1.587
C -1.006 -5.997 -0.848
C 1.508 4.192 3.789
C 3.058 -2.121 -1.266
C 2.511 -1.820 -2.514
C -1.898 3.246 -1.124
C -3.275 0.673 -0.138
C 2.743 -0.540 -3.015
C 2.868 3.944 3.962
C -0.585 -4.540 -0.798
C -2.254 -5.524 2.404
C 3.609 -1.179 -0.402
C 0.933 -5.359 2.030
C 3.319 0.454 -2.193
C 0.460 -3.908 1.945
C 0.678 3.216 3.217
C -1.530 1.973 -1.876
C 2.362 3.914 -1.499
C 1.614 4.389 -2.607
C 3.755 0.120 -0.887
H -2.182 0.315 2.489
H 1.340 -3.282 1.678
H -4.938 -0.316 0.810
H -4.182 -1.285 -0.463
H -0.904 0.241 -3.815
H 1.088 5.150 4.097
H -0.374 3.473 3.064
H 2.496 -0.290 -4.059
H -1.189 3.454 -0.313
H -0.102 -1.199 -3.148
H 4.068 2.812 -0.788
H 0.183 5.897 -3.239
H -0.728 -6.423 -1.821
H 1.965 -2.596 -3.074
H 1.356 -0.727 4.160
H -3.062 -0.430 -2.566
H -2.085 -6.121 -0.725
H -0.235 -0.057 4.624
H -1.882 -6.411 1.880
H -3.891 1.161 -0.909
H -1.864 4.103 -1.808
H 4.253 0.854 -0.257
H -0.152 -1.539 3.624
H 3.371 2.100 -3.635
H 3.518 4.720 4.356
H 0.506 -4.499 -0.981
H 3.003 0.740 2.802
H -1.669 2.000 2.102
H 4.439 2.461 3.858
H 0.973 5.992 0.835
H -3.098 -4.595 0.642
H -2.909 3.209 -0.700
H -2.916 -3.508 2.019
H -1.467 1.344 3.764
H 0.144 -6.030 2.378
H -1.499 -1.381 -4.219
H 1.720 3.946 -3.600
H -3.227 -5.802 2.828
H -0.497 2.046 -2.255
H -0.495 -6.606 -0.096
H 0.126 -3.555 2.933
H -3.164 1.381 0.695
H 3.922 -1.474 0.604
H -1.585 -5.306 3.241
H -2.200 1.837 -2.742
H 2.595 4.112 0.662
H 1.757 -5.422 2.751
H -2.146 -1.751 -1.782
H 1.320 -5.722 1.072
H -3.389 -1.114 1.123
H -1.039 -3.991 -1.644


No. 3
98
Properties=species:S:1:pos:R:3 method="wB97M-V/def2-TZVPD" e_homo_ev=-6.8 e_above_lowest_kcal_mol=159.3 e_lumo_ev=-0.707
Sr -0.802 -0.121 1.658
Br 0.749 3.916 2.612
S 0.966 -2.291 1.954
S -1.797 0.216 4.042
P -1.684 1.515 -1.570
O 3.067 -8.019 -0.859
O -2.664 -0.973 1.490
O 2.738 -6.905 -2.728
O 2.242 0.964 6.602
N 4.157 0.985 -1.235
N 2.899 1.775 1.191
N -2.109 -1.803 2.333
N 0.580 1.192 2.827
N -0.771 0.948 -0.448
C 1.754 -4.635 -1.202
C -4.211 0.553 -1.009
C -2.990 3.128 0.339
C 1.608 0.993 5.406
C 1.217 -0.129 4.729
C 1.342 -3.570 -0.429
C 3.823 2.432 -1.009
C -0.310 0.317 -3.658
C 2.193 -5.828 -0.620
C 2.159 -5.926 0.775
C 1.758 -4.864 1.556
C -2.664 -1.082 -1.990
C 1.368 2.256 4.833
C -1.638 -1.389 3.513
C -1.097 2.628 -4.289
C 0.794 2.255 -2.676
C 2.693 -7.001 -1.373
C 1.371 -3.644 0.975
C -1.559 -4.075 2.828
C 0.920 2.258 3.541
C -2.396 3.240 -1.076
C 3.223 0.044 -0.520
C -3.391 3.865 -2.051
C -1.142 -2.356 4.412
C -2.033 -3.107 1.990
C 0.485 0.061 3.539
C -0.570 1.748 -3.159
C -3.143 0.374 -2.099
C -1.104 -3.687 4.090
C 3.750 2.707 0.495
C -3.749 0.680 -3.467
C 3.270 0.397 0.964
C -1.154 4.134 -0.944
H -4.703 1.521 -1.080
H -1.151 3.675 -3.985
H 2.467 -6.861 1.223
H -4.982 -0.213 -1.132
H 1.400 -1.136 5.079
H 5.096 0.815 -0.871
H -0.415 3.591 -0.352
H 1.745 -4.959 2.635
H -3.005 3.872 -3.070
H -2.015 -1.150 -1.115
H -0.094 -0.310 -2.792
H 4.163 0.787 -2.233
H -0.758 4.414 -1.920
H -1.416 5.059 -0.423
H -4.040 2.848 0.335
H -1.160 -0.087 -4.204
H 4.757 2.654 0.929
H -2.146 -1.433 -2.878
H 4.279 0.232 1.365
H -2.419 2.389 0.903
H -4.641 0.063 -3.609
H 0.975 -2.657 -0.883
H -3.060 0.457 -4.281
H 0.934 1.779 -1.696
H 1.592 3.161 5.377
H -3.580 4.902 -1.757
H 3.373 3.718 0.644
H 1.905 1.898 0.989
H -0.803 -1.986 5.366
H 0.543 0.306 -4.345
H 2.205 0.188 -0.887
H -2.909 4.095 0.842
H 2.577 -0.263 1.485
H -1.536 -5.105 2.505
H 1.559 1.963 -3.408
H -2.089 2.317 -4.616
H 4.584 3.043 -1.495
H -3.742 0.425 -0.035
H 0.816 3.339 -2.574
H -0.703 -4.411 4.787
H 2.381 -6.061 -3.017
H -2.417 -3.298 0.998
H -4.345 3.337 -2.049
H 1.727 -4.507 -2.281
H 2.849 2.614 -1.447
H -0.424 2.567 -5.151
H -4.043 1.728 -3.545
H -3.529 -1.731 -1.828
H 2.352 0.047 6.874
H 3.553 -0.977 -0.715
H 0.147 -0.827 3.053


No. 4
113
Properties=species:S:1:pos:R:3 method="wB97M-V/def2-TZVPD" e_homo_ev="-8.4 / -8.4" e_lumo_ev="-0.289 / -4.889" spin_multiplicity=2
S -0.780 2.309 5.434
S -3.715 3.625 2.365
S -3.138 -6.074 -1.638
S 2.401 -0.118 2.987
F -0.276 -8.527 4.616
F 1.736 2.124 -4.672
O -0.305 -0.651 1.064
O 7.347 0.656 -3.729
O 0.778 8.209 -0.661
O -1.953 -2.232 1.045
O -6.568 -0.630 -4.920
O -2.617 -0.943 -1.484
O 0.926 6.107 -1.362
O 7.913 0.705 -1.513
O -6.077 -2.631 -4.152
O -0.869 6.805 -0.096
O 3.327 1.514 -0.446
O 1.462 0.208 -0.247
O -1.949 3.281 5.728
O -0.930 0.361 -0.901
O -3.544 3.737 3.865
O 1.772 3.280 1.337
O 5.912 -0.150 -2.300
O 2.227 0.172 4.488
O -4.554 -1.072 -4.648
O 0.119 1.743 0.953
O -3.716 -7.181 -0.786
C 5.397 -0.765 -1.215
C -3.167 1.910 2.120
C -2.298 4.531 1.526
C 0.653 -6.638 5.504
C 0.482 3.005 4.183
C 0.175 0.471 -5.389
C -3.291 -1.780 -4.529
C 0.245 -1.732 -4.406
C -0.879 -4.993 3.805
C -0.206 -0.875 -5.406
C 1.177 0.936 -4.537
C -4.516 -4.793 -1.911
C -2.050 -5.073 -0.528
C -1.709 -0.666 -0.803
C 0.130 9.266 0.035
C 7.072 0.527 -2.376
C -0.945 -6.376 3.746
C 0.786 -5.200 5.545
C 8.557 1.297 -4.054
C -0.004 -4.409 4.678
C 1.233 -1.206 -3.513
C -0.190 -7.135 4.619
C 2.170 1.340 -0.126
C 1.299 2.282 0.717
C -5.749 -1.531 -4.512
C 1.972 -1.919 2.686
C 0.337 4.789 -1.561
C 1.762 0.072 -3.591
C -1.334 -1.266 0.576
C 0.244 7.030 -0.655
C 0.328 2.148 6.846
C 4.166 -0.208 2.656
C -7.956 -0.939 -5.074
B 0.059 0.467 0.241
H 1.367 2.371 4.228
H -0.188 10.141 -0.532
H -1.142 -5.659 -0.385
H 8.768 2.182 -3.454
H -1.412 3.906 1.419
H -1.640 -6.710 2.989
H 2.541 0.402 -2.919
H -1.337 -4.371 3.051
H 5.666 -0.369 -0.236
H 0.918 -2.120 2.878
H 4.359 -1.089 -1.286
H 2.023 -2.145 1.621
H -0.860 -1.172 -6.212
H -0.124 1.061 -6.243
H 1.342 -7.271 6.042
H 1.712 -1.919 -2.858
H -2.374 -5.138 0.510
H -2.709 4.878 0.578
H -2.660 -0.938 -4.244
H -4.101 -3.850 -2.267
H -0.042 -2.772 -4.365
H 4.403 0.162 1.659
H -8.522 -0.903 -4.143
H -8.414 -0.093 -5.588
H -0.034 4.259 -0.685
H -5.241 -5.065 -2.679
H -0.133 1.756 7.752
H -2.115 1.972 2.402
H -3.187 -2.600 -3.818
H 8.529 1.525 -5.120
H 4.604 -1.199 2.780
H 0.697 4.065 4.317
H -3.771 1.200 2.684
H 1.027 4.025 -1.921
H 1.540 -4.809 6.211
H 2.597 -2.493 3.371
H -2.967 -2.135 -5.507
H -1.940 -4.026 -0.813
H 0.932 9.701 0.633
H -0.654 8.968 0.731
H 0.204 -3.352 4.601
H -8.106 -1.795 -5.731
H -0.284 4.895 -2.451
H 5.910 -1.727 -1.212
H 1.252 1.626 6.596
H 9.416 0.662 -3.837
H -1.911 5.330 2.159
H 0.727 3.146 7.030
H -5.194 -4.685 -1.064
H 4.674 0.384 3.416
H -3.053 1.573 1.090
H 0.025 3.019 3.194


No. 5
94
Properties=species:S:1:pos:R:3 method="wB97M-V/def2-TZVPD" e_homo_ev=-7.8 e_above_lowest_kcal_mol=0.0 charge=+1 e_lumo_ev=-2.832
Ca 0.298 0.338 0.071
P -2.187 1.400 1.172
P 1.416 -1.470 -1.969
O 2.050 1.870 0.182
O 0.659 2.069 -1.561
O 3.055 0.712 3.344
N 2.009 3.634 -2.939
N -0.159 -1.500 1.373
N -1.530 -0.509 -1.378
C -0.439 -4.510 2.957
C 1.708 2.420 -0.911
C -2.999 -5.394 2.239
C -3.831 -0.818 1.675
C -3.665 -0.003 -2.386
C -0.148 -2.441 -2.152
C 0.622 0.046 -4.167
C -2.086 3.252 1.596
C -1.599 3.404 3.053
C -1.431 -1.576 -2.190
C -2.493 -4.225 1.671
C -2.465 -1.963 -3.042
C 2.111 0.451 2.751
C 1.748 -2.080 -4.755
C 2.508 3.532 -1.522
C -0.943 -5.689 3.498
C 3.316 -3.563 -2.355
C -3.423 3.958 1.363
C 3.915 -1.708 -0.754
C 2.220 -3.450 -0.124
C -2.901 1.301 -0.432
C -0.712 -2.508 1.632
C -2.228 -6.120 3.154
C -4.516 1.281 2.832
C 1.755 -0.916 -3.753
C 3.110 -0.176 -3.773
C -1.046 3.893 0.658
C -3.316 0.438 2.391
C -1.222 -3.751 2.067
C -2.682 0.256 -1.396
C -2.458 0.030 3.606
C 2.778 -2.610 -1.286
C -3.581 -1.135 -3.174
H -0.328 -0.491 -4.289
H -2.354 3.102 3.791
H 2.516 -4.171 -2.796
H -4.369 -1.389 -3.880
H 4.025 -4.251 -1.869
H 0.762 -2.556 -4.822
H 3.963 -0.863 -3.678
H 1.858 -2.830 0.702
H 2.127 4.570 -3.335
H -1.360 4.463 3.234
H -5.113 1.609 1.971
H -3.734 3.887 0.315
H -0.039 3.484 0.812
H -3.071 -3.674 0.927
H 1.406 -4.111 -0.447
H 3.223 0.343 -4.739
H -0.332 -6.266 4.197
H -3.291 5.022 1.610
H -0.998 4.972 0.872
H 0.876 0.492 -5.141
H 2.317 4.482 -1.017
H 1.012 3.332 -2.945
H -4.228 2.153 3.432
H -4.480 -0.556 0.830
H -1.321 3.769 -0.397
H 4.671 -2.350 -0.278
H -3.007 -1.438 1.306
H -0.101 -3.069 -3.055
H 3.185 0.578 -2.972
H 0.468 0.859 -3.443
H -4.507 0.682 -2.444
H -4.232 3.576 1.991
H -3.623 2.065 -0.737
H 0.558 -4.156 3.226
H 2.517 2.983 -3.553
H -0.223 -3.137 -1.299
H 4.408 -1.142 -1.556
H 2.485 -2.856 -4.535
H 3.559 -0.989 0.000
H -0.685 2.818 3.236
H -2.358 -2.888 -3.603
H -1.582 -0.553 3.298
H -2.104 0.901 4.173
H -4.417 -1.424 2.383
H -5.167 0.659 3.466
H 3.869 -3.042 -3.147
H 1.993 -1.669 -5.747
H 3.033 -4.087 0.258
H 3.577 3.311 -1.505
H -3.066 -0.592 4.279
H -3.999 -5.740 1.970
H -2.630 -7.030 3.598


| no. | strongest force on any atom (eV/A) |
| --- | --- |
| 1 | 1.20 |
| 2 | 2.61 |
| 3 | 10.76 |
| 4 | 5.41 |
| 5 | 4.22 |